(1)
# CH2N2O3P

A cluster of 2 separate species, CH2N2O3P in total at a distorted geometry (wB97M-V/def2-TZVPD, OMol25).

Positions of all 9 atoms, in Å:
C -1.25991 -0.23490 1.13622
N -1.28673 0.21906 2.23278
N -1.07709 0.98855 -1.83538
O 1.32251 -2.25405 -0.18310
O -2.27436 -2.30596 -0.17711
O -1.68055 -0.14146 -1.49817
P -1.26845 -1.30356 -0.36035
H 1.54928 -1.45832 0.33876
H -0.75699 1.43692 -0.97391

Cartesian forces, eV/Å:
-0.63 1.81 3.91
0.31 -1.29 -3.51
0.12 0.51 -0.43
-0.75 0.79 0.21
-2.86 -1.89 0.24
-0.95 -0.32 -0.28
4.75 0.88 -0.38
-0.15 -0.42 -0.29
0.16 -0.08 0.51

Computed properties:
HOMO-LUMO gap (spin up / spin down), eV: 7.638 / 7.357
Energy above the lowest of the compared OMol25 structures with the same formula, charge and spin, eV: 5.309
Net charge: -1
Electronic energy, eV: -19477.9846

***

(2)
# CH2N2O3P

A cluster of 2 separate species, CH2N2O3P in total at a distorted geometry (wB97M-V/def2-TZVPD, OMol25).

Positions of all 9 atoms, in Å:
C 0.01703 1.78652 -0.26358
N -0.64877 2.26109 0.53356
N -1.19441 -1.50231 0.94176
O 1.29588 0.35528 -2.43511
O 2.17643 0.25824 -0.05209
O -0.76378 -1.48088 -0.31519
P 1.03635 0.41996 -0.98937
H -1.59500 -0.56758 1.06078
H -0.32373 -1.53032 1.51923

Cartesian forces, eV/Å:
1.08 -1.33 -1.22
-1.09 0.92 0.97
1.25 1.23 0.91
-0.99 0.50 -0.57
-0.54 0.12 0.52
1.02 0.23 -2.26
0.61 -1.37 0.80
-0.37 -0.18 0.77
-0.97 -0.12 0.08

Computed properties:
HOMO-LUMO gap (spin up / spin down), eV: 6.777 / 8.825
Energy above the lowest of the compared OMol25 structures with the same formula, charge and spin, eV: 2.921
Net charge: -1
Electronic energy, eV: -19480.3720

***

(3)
# CH2N2O3S

A structure of composition CH2N2O3S at a distorted geometry (wB97M-V/def2-TZVPD, OMol25).

Positions of all 9 atoms, in Å:
C 1.68485 0.69500 -0.03411
N 0.33049 0.72089 0.29779
N -1.97213 -0.19889 -0.40382
O 2.09583 -0.48959 -0.39712
O 2.50678 1.64846 0.10380
O -0.16664 -1.80901 0.66140
S -0.11761 -0.75457 -0.35220
H -1.68931 0.80229 -0.08185
H -2.67226 -0.61459 0.20611

Cartesian forces, eV/Å:
1.52 -0.53 0.81
0.01 -0.45 -1.08
1.45 2.51 -0.36
-0.09 0.12 -0.40
-0.99 0.29 -0.06
-0.11 -1.28 0.91
-1.18 1.54 0.07
-1.25 -2.09 -0.39
0.65 -0.11 0.50

Computed properties:
HOMO-LUMO gap, eV: 5.930
Energy above the lowest of the compared OMol25 structures with the same formula, charge and spin, eV: 0.967
Net charge: -2
Electronic energy, eV: -21024.9105

***

(4)
# CH2N2O3S

A cluster of 2 separate species, CH2N2O3S in total at a distorted geometry (wB97M-V/def2-TZVPD, OMol25).

Positions of all 9 atoms, in Å:
C 1.82731 -1.62007 0.25854
N 1.26687 -1.39738 1.26986
N -0.91066 0.54493 -0.06337
O 2.13763 -1.98661 -0.82986
O -0.07288 1.00973 -0.98076
O -3.11523 1.75679 -0.62390
S -2.41253 0.81298 0.24358
H -0.25399 1.88383 -1.35348
H 1.53349 -1.00420 2.07940

Cartesian forces, eV/Å:
0.64 -1.76 -4.29
-1.60 -0.81 -0.75
-1.37 -0.51 1.51
0.01 0.95 1.93
0.81 -0.05 -0.52
0.00 -0.08 0.44
1.47 0.50 -1.54
-0.95 0.17 0.09
1.00 1.57 3.13

Computed properties:
HOMO-LUMO gap (spin up / spin down), eV: 9.729 / 9.729
Energy above the lowest of the compared OMol25 structures with the same formula, charge and spin, eV: 2.255
Net charge: 0
Electronic energy, eV: -21024.1686

***

(5)
# CH2N2O3S

An isolated molecule of CH2N2O3S at a distorted geometry (wB97M-V/def2-TZVPD, OMol25).

Positions of all 9 atoms, in Å:
O -2.23083 -0.30573 -1.39111
S -0.85486 -0.42870 -0.99223
O 0.15606 -1.08261 -1.76384
N -0.42455 -1.11815 0.91696
C 0.45349 -0.20118 1.15036
N 0.54719 0.91768 0.43377
O -0.21637 1.08331 -0.69036
H 1.22310 -0.34619 1.80986
H 1.34677 1.48158 0.52658

Cartesian forces, eV/Å:
1.51 0.08 0.41
0.43 -1.68 2.27
-0.83 0.00 -0.19
-0.41 1.61 -3.00
-2.51 -1.20 -1.95
0.33 0.52 0.71
-0.93 -0.01 0.16
1.55 -0.18 2.19
0.86 0.85 -0.60

Computed properties:
SMILES: O=S1(=O)N=CNO1
HOMO-LUMO gap, eV: 10.179
Energy above the lowest of the compared OMol25 structures with the same formula, charge and spin, eV: 3.193
Net charge: 0
Electronic energy, eV: -21023.2305

***

(6)
# CH2N2O3S

A cluster of 2 separate species, CH2N2O3S in total at a distorted geometry (wB97M-V/def2-TZVPD, OMol25).

Positions of all 9 atoms, in Å:
C -1.88389 0.98275 -0.21262
N -0.98656 0.27286 -0.57199
N 1.62402 0.25044 -0.13267
O -2.58611 1.81672 0.20144
O -0.56711 -1.09279 0.78320
O 1.59448 -1.20329 -0.37803
S 0.23090 -2.05060 0.09643
H 0.90048 0.75110 -0.72057
H 1.67380 0.27281 0.93481

Cartesian forces, eV/Å:
0.26 1.08 0.88
-0.16 -0.51 -2.17
1.16 -1.32 1.06
-1.19 0.30 0.14
-1.77 1.03 2.47
-0.74 0.47 -0.13
2.70 -0.64 -1.73
0.57 -1.22 1.75
-0.82 0.80 -2.27

Computed properties:
HOMO-LUMO gap (spin up / spin down), eV: 6.852 / 8.233
Energy above the lowest of the compared OMol25 structures with the same formula, charge and spin, eV: 5.044
Net charge: 0
Electronic energy, eV: -21021.3794